Density functional theory data (wB97M-V/def2-TZVPD) for a 3-piece molecular cluster, C13H31IO4PS2 overall at a distorted geometry.

E in a.u.: -2250.2287
Highest occupied orbital energy in Ha: -0.0951
M in g/mol: 473.40
LUMO in eV: 2.29
Strongest force on any atom in eV Å⁻¹: 1.76
Orbital gap in Ha: 0.17942
Total charge: -1

Positions of all 52 atoms, in Å:
C -1.364 -5.886 1.081
C -0.176 -5.231 0.364
C 0.609 -4.270 1.249
C 1.615 -3.493 0.380
O 0.965 -2.411 -0.243
C 1.496 -1.072 0.123
C 0.459 -0.474 1.100
C 0.820 -0.953 2.531
C 0.372 1.072 1.103
C -0.997 1.551 0.615
P 1.675 -0.144 -1.406
O 0.135 0.113 -2.091
I 2.753 -1.921 -2.836
H -1.511 -6.906 0.742
H -1.168 -5.933 2.150
H -2.279 -5.338 0.898
H 0.486 -5.968 -0.076
H -0.565 -4.616 -0.441
H -0.119 -3.567 1.637
H 1.114 -4.806 2.052
H 1.943 -4.182 -0.405
H 2.465 -3.152 0.960
H -0.532 -0.870 0.873
H 1.466 -1.821 2.505
H 1.351 -0.191 3.088
H -0.085 -1.258 3.062
H 1.190 1.541 0.569
H 0.439 1.425 2.128
H -1.319 1.065 -0.293
H -1.053 2.636 0.535
H -1.719 1.272 1.375
H -0.480 -0.564 -1.758
C 3.817 3.538 -1.896
S 4.445 2.978 -0.305
O 3.418 2.080 0.259
C 4.280 4.569 0.528
H 3.790 2.676 -2.559
H 2.810 3.934 -1.770
H 4.485 4.300 -2.302
H 3.242 4.899 0.483
H 4.935 5.300 0.051
H 4.578 4.433 1.566
C -3.615 2.635 -2.261
S -4.394 2.934 -0.669
O -4.054 1.788 0.206
C -6.089 2.677 -1.223
H -2.537 2.704 -2.123
H -3.875 1.636 -2.613
H -3.946 3.391 -2.974
H -6.186 1.677 -1.648
H -6.348 3.433 -1.964
H -6.741 2.774 -0.358

Atomic forces in eV per Å
0.6 -0.2 -0.1
-0.5 0.3 0.3
0.1 -0.1 -0.8
-0.7 -0.2 0.1
0.3 0.2 0.6
-0.9 -0.1 -1.5
1.4 0.3 0.5
-0.4 -0.4 -0.2
-0.7 -0.1 -0.2
0.2 -0.1 0.7
0.0 0.6 0.9
-0.1 -0.6 0.0
-0.1 -0.2 -0.1
-0.2 -0.2 -0.1
-0.1 0.0 0.2
-0.2 0.2 0.2
0.2 -0.2 -0.1
0.0 0.0 -0.4
0.1 0.3 0.5
0.0 0.0 0.2
0.4 0.0 -0.1
0.2 0.2 0.0
-0.2 -0.1 -0.2
0.1 -0.2 -0.1
0.1 0.2 0.1
-0.1 0.2 0.3
0.2 -0.1 -0.2
0.3 0.1 0.2
0.1 0.1 -0.4
0.0 0.2 -0.3
-0.3 0.0 0.1
0.3 0.1 -0.2
0.0 0.1 -0.1
0.0 -0.1 -0.1
0.1 0.2 0.3
0.0 0.1 0.0
0.0 -0.1 0.1
0.0 -0.1 0.1
0.0 0.0 0.0
0.0 -0.1 0.0
0.0 0.0 0.0
0.0 -0.1 0.0
0.0 0.0 -0.1
0.1 0.0 0.0
-0.2 0.0 0.0
-0.1 0.0 -0.1
0.0 0.0 0.1
0.0 0.0 0.1
0.0 0.0 0.0
0.1 0.0 0.0
0.0 0.0 0.0
0.0 0.0 0.0

Density functional theory data (wB97M-V/def2-TZVPD) for C13H31N4O5Zr as an isolated structure at a distorted geometry.

E in a.u.: -1155.3862
Highest occupied orbital energy (alpha / beta) in Ha: -0.4822 / -0.4822
<S²>: 0.8081
M in g/mol: 414.64
Multiplicity: 2
LUMO (alpha / beta) in eV: -10.61 / -10.50
Strongest force on any atom in eV Å⁻¹: 7.96
Orbital gap (alpha / beta) in Ha: 0.09217 / 0.09620
Total charge: +2

Positions of all 54 atoms, in Å:
Zr 3.639 -2.659 -1.127
C 1.214 -0.045 -1.133
O 2.269 -0.932 -0.893
H 1.496 0.784 -1.781
H 0.465 -0.642 -1.654
H 0.838 0.309 -0.173
C 3.147 -2.415 2.507
O 3.022 -2.707 1.282
N 2.093 -1.968 3.193
C 2.193 -1.532 4.550
C 0.738 -1.944 2.643
H 4.096 -2.424 3.066
H 2.113 -0.452 4.674
H 3.114 -1.854 5.037
H 1.518 -2.014 5.257
H 0.555 -2.851 2.067
H 0.046 -2.020 3.481
H 0.659 -1.039 2.040
C -3.098 -0.369 -1.551
O -2.528 0.422 -2.258
N -2.787 -0.623 -0.227
C -3.593 -1.594 0.459
C -1.792 0.222 0.543
H -3.876 -1.050 -1.929
H -4.211 -1.252 1.289
H -2.810 -2.209 0.902
H -4.139 -2.201 -0.264
H -1.039 -0.408 1.018
H -1.422 0.980 -0.146
H -2.131 0.891 1.334
C -0.245 -1.719 -6.982
O 0.784 -1.472 -7.615
N -0.582 -1.191 -5.834
C -1.727 -1.580 -5.016
C 0.167 0.000 -5.336
H -1.050 -2.362 -7.371
H -2.534 -0.864 -5.176
H -1.433 -1.617 -3.967
H -2.059 -2.584 -5.282
H -0.454 0.896 -5.345
H 0.392 -0.177 -4.285
H 1.087 0.181 -5.892
C 1.603 4.531 3.962
O 1.539 5.756 4.138
N 0.781 3.888 3.129
C 0.820 2.447 2.956
C -0.197 4.672 2.275
H 2.386 3.929 4.448
H -0.094 2.106 3.443
H 1.696 2.067 3.481
H 0.730 2.000 1.966
H -1.199 4.242 2.281
H -0.269 5.712 2.594
H 0.067 4.735 1.220

Atomic forces in eV per Å
-4.8 5.2 3.7
-0.7 -0.2 -0.3
4.9 -5.0 -1.0
0.3 0.0 0.1
-0.5 0.3 0.0
0.0 0.1 -0.1
-1.4 1.3 0.9
1.1 -0.7 -2.4
0.9 -1.2 -0.7
1.0 0.0 2.2
0.3 -0.5 -0.2
-0.2 -0.2 -0.4
-0.1 0.0 -0.3
0.6 0.3 -0.6
-0.8 0.0 -0.6
0.2 0.2 -0.4
0.0 0.6 -0.2
-0.5 -0.1 0.1
0.7 -0.1 0.9
0.3 0.4 -0.2
0.0 2.1 0.0
1.3 -0.8 0.7
-1.1 -0.2 -1.2
-0.1 0.1 0.1
-0.2 0.4 -0.3
-0.4 -0.8 0.4
-0.1 0.1 0.2
0.1 -0.1 -0.4
0.5 -0.6 -0.4
-1.1 -0.5 0.2
1.0 -0.6 -2.6
-1.1 -0.3 0.7
0.5 2.2 2.8
0.2 0.0 -0.8
-0.4 -0.8 0.2
0.2 -0.4 -0.1
-0.1 -0.1 0.4
0.0 0.2 0.0
0.0 0.1 -0.2
-0.2 -0.1 -0.2
0.2 0.0 0.2
-0.3 -0.3 -0.1
0.3 3.2 0.3
0.3 -2.1 0.0
-1.3 0.0 -2.7
-0.9 0.3 1.2
0.4 -0.2 0.5
-0.2 -0.2 0.0
0.0 -0.6 0.3
-0.1 -0.2 -0.1
0.5 0.8 -0.5
0.1 -0.3 0.5
0.2 -0.3 0.4
0.6 -0.4 0.0

Density functional theory data (wB97M-V/def2-TZVPD) for C13H32BN2O6PSn as an isolated structure at a distorted geometry.

E in a.u.: -1655.3541
Highest occupied orbital energy in Ha: -0.5479
M in g/mol: 472.90
LUMO in eV: -10.37
Strongest force on any atom in eV Å⁻¹: 2.32
Orbital gap in Ha: 0.16678
Total charge: +2

Positions of all 56 atoms, in Å:
C -2.932 -4.941 0.309
C -1.542 -4.276 0.414
C -1.297 -3.596 1.760
C -2.170 -2.362 2.065
C -2.452 -1.436 0.876
C -1.287 -0.454 0.630
C -1.067 -0.049 -0.841
N -2.239 0.040 -1.678
O -0.262 -1.034 -1.487
C -0.346 1.320 -0.967
O 0.862 1.423 -0.179
C 2.026 1.022 -0.869
O 3.074 1.010 0.003
C 3.514 -0.293 0.441
C 4.884 -0.143 1.089
P 2.559 2.175 -2.282
N 4.069 2.460 -2.379
O 1.848 3.706 -2.016
O 1.883 1.571 -3.603
B -1.164 2.630 -0.646
O -2.213 3.134 -1.351
C -0.522 3.545 0.539
C -0.838 3.181 1.994
H -3.612 -4.369 -0.324
H -3.384 -5.065 1.295
H -2.844 -5.937 -0.125
H -0.757 -5.018 0.244
H -1.438 -3.565 -0.415
H -1.521 -4.337 2.535
H -0.230 -3.374 1.881
H -3.108 -2.655 2.537
H -1.634 -1.768 2.816
H -2.705 -1.985 -0.030
H -3.344 -0.848 1.121
H -0.369 -0.875 1.051
H -1.489 0.457 1.205
H -3.050 0.364 -1.171
H -2.446 -0.871 -2.061
H 0.324 -1.424 -0.842
H -0.120 1.399 -2.044
H 1.883 0.041 -1.339
H 2.778 -0.701 1.139
H 3.581 -0.966 -0.419
H 4.932 0.831 1.583
H 5.671 -0.148 0.335
H 5.053 -0.911 1.839
H 4.451 2.204 -3.284
H 2.486 4.223 -2.542
H 1.535 0.683 -3.470
H -3.025 3.236 -0.848
H 0.582 3.511 0.367
H -0.915 4.598 0.368
H -1.914 3.073 2.130
H -0.330 2.250 2.241
H -0.496 3.940 2.701
Sn 1.065 5.373 -0.297

Atomic forces in eV per Å
0.3 0.0 0.0
-0.2 0.0 -0.2
-0.1 -0.2 0.0
0.3 0.1 -0.1
-0.1 0.3 0.2
-0.4 0.1 -0.1
0.2 -0.5 0.1
0.1 0.3 0.0
-0.1 0.5 -0.3
-0.1 0.5 -0.3
0.0 -0.3 -0.4
0.5 0.5 0.5
-0.1 0.2 -0.2
0.4 -0.4 0.3
-0.3 0.5 -0.2
1.5 -1.7 -0.5
-0.9 0.2 -0.1
-1.0 0.9 1.0
-0.1 0.8 0.7
0.0 -0.1 -0.2
0.4 -0.9 0.5
-0.7 1.3 -0.1
0.4 0.1 0.2
-0.1 0.0 0.1
-0.1 0.0 0.0
-0.1 0.1 0.0
-0.1 0.0 0.1
0.1 0.0 0.1
0.2 0.1 0.0
-0.1 0.2 -0.1
0.0 -0.1 -0.2
-0.2 -0.1 0.1
0.1 -0.1 0.1
0.1 -0.1 -0.1
0.1 0.1 -0.1
0.1 0.0 0.1
-0.1 0.0 0.0
0.0 -0.1 -0.1
0.1 -0.4 0.4
0.0 0.0 0.1
-0.1 0.1 -0.2
0.0 0.1 0.0
-0.1 0.1 -0.1
0.0 -0.1 0.1
0.0 -0.1 0.1
0.1 -0.1 -0.1
0.4 0.1 0.1
0.2 0.2 -0.1
-0.3 -0.3 -0.2
-0.4 0.6 -0.1
0.4 -0.9 0.3
-0.2 -0.2 0.0
0.0 -0.1 -0.1
-0.1 0.0 0.0
0.0 0.0 -0.1
0.4 -0.6 -0.8

Question: What is the formula in the first record?
Answer: C13H31IO4PS2

Question: Among the records above, which one has the lowest E?
Answer: C13H31IO4PS2

Question: Number 2 is which compound?
Answer: C13H31N4O5Zr